[1]
C31H45AlNO21S | ωB97M-V/def2-TZVPD

Multiplicity: 1
Total energy: -94800.9356 eV
Total charge: -1

Geometry as XYZ:
```
100
Properties=species:S:1:pos:R:3:lowdin_charge:R:1
C 0.87 2.10 3.89 -0.045
C 1.07 2.27 2.72 -0.226
Al 1.12 2.42 0.70 0.200
N 2.06 0.80 0.09 0.017
C 1.89 -0.11 0.82 -0.940
S 1.72 -1.30 1.89 0.563
H 0.40 1.83 4.81 -0.018
H -0.36 2.34 0.09 -0.076
H 1.89 3.74 0.23 -0.128
C -4.92 2.44 6.57 -0.023
C -3.79 1.44 6.57 -0.334
C -2.43 2.04 6.87 -0.092
O -1.55 1.16 6.16 0.050
C -2.26 0.64 5.13 -0.552
O -1.78 0.05 4.22 0.150
O -3.58 0.90 5.26 0.084
H -5.87 1.94 6.38 0.085
H -4.99 2.95 7.53 0.089
H -4.78 3.18 5.79 0.095
H -4.01 0.61 7.25 0.156
H -2.20 2.05 7.93 0.137
H -2.31 3.05 6.46 0.145
C 4.87 -2.50 -0.36 -0.016
C 4.31 -3.34 -1.48 -0.326
C 3.26 -4.32 -1.05 -0.082
O 3.40 -5.36 -2.03 0.062
C 4.69 -5.35 -2.45 -0.574
O 5.19 -6.21 -3.09 0.145
O 5.31 -4.22 -2.04 0.071
H 5.61 -1.79 -0.74 0.073
H 4.07 -1.94 0.11 0.050
H 5.38 -3.12 0.38 0.093
H 3.95 -2.69 -2.27 0.131
H 2.25 -3.90 -1.07 0.142
H 3.44 -4.74 -0.06 0.138
C -3.15 -0.63 0.22 -0.010
C -2.68 0.80 0.38 -0.325
C -2.67 1.29 1.80 -0.103
O -2.91 2.70 1.64 0.059
C -3.61 2.86 0.50 -0.575
O -4.15 3.88 0.18 0.125
O -3.61 1.72 -0.23 0.062
H -3.12 -0.93 -0.83 0.091
H -2.52 -1.30 0.79 0.068
H -4.18 -0.73 0.55 0.095
H -1.71 0.95 -0.10 0.094
H -1.72 1.12 2.30 0.107
H -3.48 0.87 2.40 0.132
C 2.92 3.84 -4.05 -0.016
C 3.11 2.38 -4.40 -0.325
C 1.82 1.60 -4.45 -0.090
O 2.26 0.29 -4.09 0.077
C 3.35 0.43 -3.31 -0.553
O 3.83 -0.45 -2.66 0.145
O 3.83 1.70 -3.36 0.079
H 3.89 4.36 -4.05 0.088
H 2.27 4.33 -4.77 0.090
H 2.50 3.95 -3.05 0.091
H 3.68 2.28 -5.33 0.157
H 1.37 1.60 -5.44 0.138
H 1.09 1.94 -3.72 0.145
C -2.64 -4.04 5.11 -0.021
C -2.14 -4.54 3.77 -0.335
C -0.80 -3.98 3.36 -0.102
O -0.89 -3.99 1.93 0.051
C -2.20 -3.87 1.61 -0.561
O -2.62 -3.60 0.54 0.155
O -2.99 -4.07 2.71 0.085
H -3.60 -4.50 5.35 0.083
H -1.92 -4.29 5.90 0.089
H -2.79 -2.97 5.09 0.084
H -2.14 -5.63 3.74 0.155
H 0.03 -4.59 3.70 0.139
H -0.65 -2.94 3.69 0.129
C -6.21 3.02 -1.93 -0.022
C -6.76 2.34 -3.16 -0.323
C -8.22 2.61 -3.43 -0.105
O -8.63 1.43 -4.11 0.053
C -7.82 0.42 -3.70 -0.566
O -8.02 -0.73 -3.91 0.160
O -6.76 0.91 -3.02 0.091
H -5.15 2.81 -1.81 0.064
H -6.33 4.10 -1.99 0.096
H -6.71 2.66 -1.03 0.099
H -6.14 2.59 -4.04 0.158
H -8.38 3.49 -4.05 0.135
H -8.80 2.71 -2.51 0.137
C 7.81 -1.90 -3.62 -0.012
C 7.82 -0.51 -3.04 -0.320
C 6.84 0.44 -3.67 -0.090
O 7.49 1.71 -3.50 0.070
C 8.82 1.48 -3.46 -0.567
O 9.66 2.32 -3.54 0.153
O 9.08 0.15 -3.31 0.081
H 8.52 -2.54 -3.10 0.089
H 6.82 -2.35 -3.53 0.082
H 8.10 -1.89 -4.67 0.091
H 7.69 -0.55 -1.95 0.156
H 5.87 0.43 -3.19 0.102
H 6.71 0.26 -4.75 0.146
```



[2]
C24H35N4O4PdS3Si | ωB97M-V/def2-TZVPD

Multiplicity: 1
Total energy: -83462.4423 eV
Total charge: +1
ΔE to the lowest compared entry with this formula, charge and spin: 123.54 kJ/mol

Geometry as XYZ:
```
72
Properties=species:S:1:pos:R:3:lowdin_charge:R:1
Pd 0.88 0.39 -0.48 0.985
O -4.27 1.35 -0.93 0.097
C -4.92 0.34 -0.33 -0.246
C -6.29 0.48 -0.11 0.010
C -6.99 -0.53 0.51 -0.040
C -6.37 -1.71 0.92 -0.069
C -5.02 -1.86 0.72 -0.022
C -4.27 -0.85 0.09 -0.088
C -2.85 -0.96 -0.12 -0.342
O -2.15 -0.17 -0.71 0.036
N -2.22 -2.14 0.52 0.135
N -1.00 -1.98 0.55 -0.001
C -0.29 -3.08 1.06 -0.825
S 1.16 -2.83 1.84 1.139
C 1.60 -4.60 1.84 -0.433
C 0.34 -5.44 1.89 -0.451
S -0.88 -4.65 0.79 1.072
H -3.34 1.09 -1.07 0.077
H -6.77 1.40 -0.43 0.128
H -8.06 -0.40 0.67 0.117
H -6.94 -2.49 1.40 0.109
H -4.52 -2.77 1.03 0.107
H 2.25 -4.79 2.69 0.100
H 2.16 -4.77 0.92 0.085
H -0.11 -5.45 2.89 0.094
H 0.50 -6.46 1.55 0.095
C -1.08 2.26 -2.97 -0.021
C 0.39 2.06 -3.15 -0.310
C 1.14 2.73 -4.11 -0.038
C 2.52 2.53 -4.16 -0.052
C 3.15 1.67 -3.29 -0.022
C 2.34 0.97 -2.38 -0.429
N 1.00 1.19 -2.35 0.008
N 2.67 0.09 -1.40 -0.132
Si 4.06 -0.94 -1.30 0.393
C 3.55 -2.52 -0.42 -0.192
C 5.46 -0.12 -0.38 -0.168
C 4.63 -1.43 -3.02 -0.169
H -1.51 2.82 -3.79 0.084
H -1.26 2.79 -2.03 0.074
H -1.58 1.29 -2.90 0.073
H 0.65 3.41 -4.79 0.108
H 3.11 3.07 -4.88 0.113
H 4.22 1.55 -3.28 0.100
H 3.72 -2.47 0.66 0.008
H 4.13 -3.36 -0.81 0.038
H 2.49 -2.71 -0.62 0.010
H 5.19 0.11 0.65 0.018
H 5.74 0.82 -0.86 0.031
H 6.35 -0.75 -0.37 0.035
H 3.82 -1.91 -3.57 0.040
H 5.45 -2.14 -2.94 0.036
H 4.98 -0.58 -3.61 0.020
O -0.54 1.85 0.31 -0.604
S -1.22 1.52 1.64 0.971
C -2.51 2.81 1.77 -0.292
C -2.12 3.75 2.91 -0.221
C -0.60 3.76 2.96 -0.221
C -0.20 2.29 2.92 -0.304
H -3.48 2.34 1.88 0.087
H -2.46 3.30 0.79 0.098
H -2.52 3.38 3.85 0.116
H -2.54 4.75 2.74 0.119
H -0.21 4.25 3.85 0.120
H -0.19 4.27 2.09 0.122
H -0.44 1.78 3.86 0.107
H 0.83 2.08 2.65 0.068
C 2.27 0.08 2.04 -0.288
O 1.09 -0.29 1.39 -0.593
H 3.12 -0.59 1.82 0.040
H 2.13 0.07 3.13 0.077
H 2.61 1.09 1.76 0.075
```



[3]
C6H9N | ωB97M-V/def2-TZVPD

Multiplicity: 1
Total energy: -7858.0963 eV
ΔE to the lowest compared entry with this formula, charge and spin: 6.11 kJ/mol
Structure (SMILES): Cc1cc[nH]c1C

Geometry as XYZ:
```
16
Properties=species:S:1:pos:R:3:nbo_charge:R:1
C -0.66 1.01 1.63 -0.624
C -0.53 0.42 0.26 -0.091
C -1.44 0.60 -0.83 -0.305
C -0.95 -0.09 -1.91 -0.070
N 0.21 -0.69 -1.51 -0.510
C 0.49 -0.39 -0.20 0.117
C 1.73 -0.91 0.46 -0.640
H -0.48 2.09 1.62 0.213
H 0.05 0.57 2.35 0.209
H -1.67 0.85 2.03 0.214
H -2.36 1.18 -0.81 0.218
H -1.34 -0.21 -2.91 0.209
H 0.80 -1.27 -2.10 0.406
H 1.67 -0.78 1.55 0.226
H 2.63 -0.39 0.12 0.216
H 1.86 -1.98 0.26 0.213
```



What HOMO values result from the calculations? In sequence: -5.92, -9.59, -7.83 eV.